[1]
The following is a DFT calculation (the ωB97M-V functional and the def2-TZVPD basis) of 9 unconnected molecules or ions with the total composition C25H50Cl2O24.

Calculated values
Net charge   +1
E_LUMO (alpha / beta)   -3.17 / -9.96 eV
Multiplicity   2
Frontier orbital gap (alpha / beta)   8.748 / 1.959 eV

Cartesian coordinates (Å):
C1 -2.070 -5.775 -0.065
O1 -0.819 -5.311 0.304
C2 0.155 -6.135 0.895
O2 0.096 -7.375 0.977
O3 1.229 -5.362 1.379
C3 0.996 -4.143 2.000
H1 -2.702 -5.831 0.820
H2 -2.003 -6.748 -0.552
H3 -2.622 -5.098 -0.718
H4 0.349 -4.264 2.869
H5 0.703 -3.408 1.250
H6 1.897 -3.706 2.430
C4 1.748 -0.039 -4.830
O4 1.108 -1.276 -5.132
C5 1.757 -2.403 -5.220
O5 2.990 -2.477 -5.092
O6 0.824 -3.412 -5.431
C6 1.344 -4.693 -5.471
H7 1.917 -0.003 -3.754
H8 1.271 0.845 -5.253
H9 2.785 -0.077 -5.164
H10 0.618 -5.436 -5.141
H11 2.182 -4.815 -4.785
H12 1.617 -5.020 -6.474
C7 -0.717 -0.691 2.268
O7 -1.162 -0.081 1.062
C8 -0.561 -0.379 -0.116
O8 0.211 -1.364 -0.265
O9 -0.887 0.567 -1.019
C9 -0.264 0.694 -2.268
H13 0.045 -0.076 2.747
H14 -0.154 -1.621 2.187
H15 -1.532 -0.906 2.960
H16 -0.245 -0.299 -2.716
H17 0.724 1.106 -2.060
H18 -0.818 1.323 -2.964
C10 -5.170 7.495 -0.196
O10 -4.349 6.342 -0.492
C11 -4.642 5.438 -1.439
O11 -5.529 5.594 -2.286
O12 -3.892 4.366 -1.268
C12 -4.118 3.145 -1.918
H19 -6.148 7.184 0.171
H20 -5.321 8.112 -1.081
H21 -4.608 8.095 0.521
H22 -5.013 2.651 -1.541
H23 -3.244 2.504 -1.807
H24 -4.318 3.234 -2.986
C13 3.304 -0.121 0.654
O13 2.858 0.981 1.444
C14 3.489 2.107 1.296
O14 4.449 2.350 0.570
O15 3.024 2.978 2.216
C15 3.489 4.305 2.263
H25 3.245 0.102 -0.412
H26 2.702 -1.005 0.861
H27 4.331 -0.397 0.894
H28 4.515 4.450 2.602
H29 2.777 4.897 2.837
H30 3.556 4.701 1.250
C16 5.927 -5.592 0.009
O16 4.748 -5.499 -0.836
C17 3.949 -4.456 -0.739
O17 3.943 -3.552 0.093
O18 3.111 -4.635 -1.689
C18 2.132 -3.609 -2.032
H31 6.432 -6.556 -0.055
H32 5.489 -5.436 0.995
H33 6.661 -4.869 -0.345
H34 1.257 -4.014 -2.541
H35 2.568 -2.942 -2.775
H36 1.707 -3.160 -1.134
C19 -4.794 3.864 2.113
O19 -4.477 2.779 1.205
C20 -4.289 1.470 1.627
O20 -4.303 1.043 2.768
O21 -4.275 0.751 0.512
C21 -4.194 -0.612 0.536
H37 -4.061 3.941 2.916
H38 -5.793 3.716 2.524
H39 -4.793 4.782 1.526
H40 -5.072 -0.991 1.058
H41 -3.433 -1.063 1.173
H42 -4.032 -1.024 -0.460
C22 2.803 1.429 6.284
O22 1.517 1.452 5.825
C23 0.679 0.556 6.248
O23 0.890 -0.387 7.052
O24 -0.515 0.676 5.575
C24 -0.794 1.798 4.747
H43 2.903 1.536 7.364
H44 3.267 2.301 5.823
H45 3.365 0.575 5.907
H46 -1.612 1.448 4.118
H47 0.022 2.187 4.138
H48 -1.148 2.665 5.306
C25 -0.310 4.728 -5.508
Cl1 0.233 6.262 -4.778
Cl2 0.211 3.440 -4.391
H49 -1.393 4.622 -5.455
H50 0.076 4.557 -6.513

[2]
The following is a DFT calculation (the ωB97M-V functional and the def2-TZVPD basis) of a molecular structure, C25H50ClNP2Si2Sn.

Calculated values
Net charge   0
E_LUMO   0.51 eV
Multiplicity   1
Frontier orbital gap   7.130 eV

Cartesian coordinates (Å):
Sn1 -0.621 0.416 -0.082
C1 2.605 0.801 -1.104
C2 1.663 0.599 -2.128
C3 0.583 1.550 -1.892
Si1 1.787 -0.791 -3.386
C4 0.885 2.259 -0.670
C5 2.142 1.748 -0.165
Si2 2.981 2.034 1.498
H1 3.587 0.325 -1.060
H2 -0.181 1.842 -2.613
H3 0.378 3.155 -0.328
Cl1 -4.953 -1.159 1.868
C6 4.682 1.278 1.493
C7 3.056 3.858 1.863
C8 3.498 -1.522 -3.354
C9 1.356 -0.159 -5.081
H4 3.308 4.398 0.941
H5 3.850 4.048 2.598
H6 2.113 4.257 2.255
H7 4.635 0.181 1.499
H8 5.225 1.612 2.386
H9 5.250 1.600 0.611
H10 1.784 0.844 -5.213
H11 0.275 -0.104 -5.257
H12 1.801 -0.822 -5.835
H13 4.261 -0.737 -3.434
H14 3.613 -2.198 -4.211
H15 3.675 -2.089 -2.430
C10 1.915 1.112 2.781
C11 0.552 -2.118 -2.801
P1 0.109 1.110 2.537
H16 2.183 1.495 3.781
H17 2.220 0.051 2.737
P2 -1.014 -1.550 -2.060
H18 1.066 -2.694 -2.010
H19 0.372 -2.799 -3.650
C12 -1.954 -3.090 -1.619
C13 -1.980 -0.756 -3.444
C14 -0.447 2.866 2.817
C15 -0.593 0.134 3.951
C16 -0.925 -1.298 3.498
H20 -1.534 0.650 4.207
C17 0.307 0.118 5.187
H21 1.266 -0.370 4.980
H22 -0.208 -0.454 5.969
H23 0.510 1.113 5.600
H24 -1.784 -1.325 2.815
H25 -1.193 -1.912 4.367
H26 -0.075 -1.772 2.988
H27 0.127 3.447 2.077
C18 -0.117 3.399 4.213
C19 -1.942 2.994 2.486
H28 0.955 3.360 4.453
H29 -0.674 2.866 4.995
H30 -0.427 4.453 4.250
H31 -2.160 2.689 1.452
H32 -2.246 4.044 2.604
H33 -2.562 2.386 3.162
H34 -1.314 0.046 -3.805
C20 -3.258 -0.113 -2.882
C21 -2.274 -1.704 -4.609
H35 -1.369 -2.141 -5.055
H36 -2.784 -1.125 -5.392
H37 -2.950 -2.517 -4.310
H38 -3.032 0.630 -2.103
H39 -3.937 -0.866 -2.455
H40 -3.793 0.396 -3.696
C22 -1.807 -3.393 -0.118
C23 -1.561 -4.305 -2.459
H41 -3.009 -2.842 -1.828
H42 -0.512 -4.581 -2.301
H43 -1.724 -4.169 -3.535
H44 -2.191 -5.146 -2.144
H45 -0.754 -3.389 0.197
H46 -2.232 -4.380 0.109
H47 -2.347 -2.667 0.504
C24 -3.817 -0.109 1.002
H48 -2.821 -0.570 0.986
H49 -4.175 0.022 -0.026
H50 -3.768 0.856 1.520
N1 1.626 -2.059 0.792
C25 0.820 -1.249 0.517

[3]
The following is a DFT calculation (the ωB97M-V functional and the def2-TZVPD basis) of 4 unconnected molecules or ions with the total composition C25H50N8P.

Calculated values
ΔE to the lowest compared entry with this formula, charge and spin   0.00 kcal/mol
Net charge   +1
E_LUMO   -2.00 eV
Multiplicity   1
Frontier orbital gap   8.325 eV

Cartesian coordinates (Å):
C1 -3.848 -0.990 0.854
C2 -4.534 -0.076 -0.264
C3 -3.657 1.219 -0.533
C4 -3.164 1.341 -2.047
N1 -2.029 0.407 -2.312
N2 -0.817 1.054 -2.490
C5 -0.508 2.153 -3.225
N3 0.790 2.588 -3.183
C6 1.340 3.765 -3.868
N4 1.083 5.011 -3.116
C7 -0.355 5.386 -3.112
C8 1.425 1.648 -2.324
C9 2.925 1.840 -2.020
C10 3.058 2.838 -0.743
N5 1.693 3.100 -0.225
C11 0.452 0.674 -1.909
P1 0.917 -0.762 -0.809
C12 2.531 -1.480 -1.524
C13 -0.299 -2.197 -0.994
H1 -4.641 -1.550 1.428
H2 -3.218 -1.729 0.297
H3 -3.229 -0.402 1.576
H4 -5.502 0.266 0.188
H5 -4.778 -0.672 -1.178
H6 -4.332 2.108 -0.362
H7 -2.806 1.281 0.196
H8 -4.037 1.098 -2.716
H9 -2.932 2.424 -2.201
H10 -1.912 -0.117 -1.433
H11 -1.272 2.686 -3.830
H12 0.953 3.821 -4.931
H13 2.458 3.683 -3.973
H14 1.544 5.761 -3.642
H15 -0.419 6.491 -3.316
H16 -0.986 4.834 -3.858
H17 -0.847 5.241 -2.105
H18 3.508 2.328 -2.838
H19 3.469 0.913 -1.730
H20 3.662 2.389 0.083
H21 3.566 3.798 -1.034
H22 1.625 2.980 0.782
H23 1.326 3.997 -0.537
H24 3.434 -1.060 -1.022
H25 2.510 -1.273 -2.634
H26 2.495 -2.583 -1.330
H27 -0.737 -2.171 -2.035
H28 -1.100 -2.130 -0.204
H29 0.257 -3.165 -0.848
C14 -0.921 -6.367 1.138
C15 -1.822 -6.213 2.358
C16 -2.749 -4.997 2.265
C17 -1.941 -3.753 2.161
N6 -1.315 -2.791 2.083
H30 -0.247 -5.515 1.026
H31 -0.301 -7.260 1.235
H32 -1.512 -6.462 0.223
H33 -1.198 -6.134 3.253
H34 -2.429 -7.115 2.469
H35 -3.381 -4.938 3.153
H36 -3.398 -5.077 1.390
C18 -3.470 -4.041 6.286
C19 -4.413 -5.216 6.524
C20 -4.073 -6.003 7.792
C21 -2.699 -6.562 7.689
N7 -1.638 -6.995 7.606
H37 -2.440 -4.374 6.137
H38 -3.766 -3.492 5.388
H39 -3.488 -3.346 7.129
H40 -4.378 -5.882 5.656
H41 -5.436 -4.841 6.600
H42 -4.780 -6.823 7.928
H43 -4.131 -5.357 8.671
C22 5.851 5.954 -3.234
C23 6.918 5.969 -2.143
C24 7.716 4.664 -2.072
C25 6.807 3.527 -1.772
N8 6.103 2.649 -1.538
H44 5.101 5.180 -3.051
H45 5.329 6.912 -3.267
H46 6.297 5.776 -4.216
H47 6.438 6.162 -1.180
H48 7.606 6.796 -2.330
H49 8.473 4.728 -1.288
H50 8.225 4.472 -3.019

[4]
The following is a DFT calculation (the ωB97M-V functional and the def2-TZVPD basis) of 8 unconnected molecules or ions with the total composition C25H50O9.

Calculated values
ΔE to the lowest compared entry with this formula, charge and spin   61.84 kcal/mol
Net charge   0
E_LUMO   0.40 eV
Multiplicity   1
Frontier orbital gap   9.469 eV
Structure (SMILES)   CCOC(C)=O.CC(C)=O.CC(C)=O.CC(C)=O.CC(C)=O.CC(C)=O.CC(C)=O.CC(C)=O

Cartesian coordinates (Å):
C1 -1.006 6.212 -1.288
C2 0.049 5.564 -2.144
O1 0.657 4.291 -1.611
C3 1.911 4.018 -2.028
C4 2.478 2.644 -1.455
O2 2.590 4.663 -2.819
H1 -1.405 7.066 -1.850
H2 -0.517 6.798 -0.538
H3 -1.590 5.450 -0.755
H4 -0.319 5.288 -3.267
H5 0.815 6.178 -2.431
H6 3.612 2.783 -1.190
H7 2.363 1.951 -2.221
H8 1.989 2.568 -0.443
C5 0.765 1.789 -5.884
C6 0.961 0.893 -4.681
C7 2.183 -0.080 -4.779
O3 0.193 0.837 -3.692
H9 0.053 1.207 -6.435
H10 1.726 1.799 -6.372
H11 0.519 2.746 -5.382
H12 1.626 -0.987 -4.258
H13 3.154 0.296 -4.346
H14 2.469 -0.440 -5.872
C8 2.414 -4.065 0.050
C9 2.822 -2.991 -0.849
C10 3.048 -1.583 -0.383
O4 2.976 -3.302 -2.161
H15 2.298 -3.552 1.086
H16 2.964 -4.851 0.276
H17 1.367 -4.555 -0.196
H18 3.215 -0.795 -1.168
H19 4.132 -1.784 -0.007
H20 2.273 -1.379 0.319
C11 2.623 1.217 2.480
C12 2.224 -0.070 3.217
C13 1.295 0.087 4.418
O5 2.607 -1.210 2.718
H21 1.772 1.789 2.244
H22 3.272 0.998 1.688
H23 3.150 1.792 3.286
H24 1.215 -0.956 4.887
H25 0.464 0.412 3.939
H26 1.848 0.712 5.185
C14 -2.685 1.614 1.879
C15 -2.982 1.108 3.253
C16 -2.117 0.237 3.983
O6 -4.113 1.507 3.911
H27 -2.038 2.322 1.856
H28 -3.625 2.040 1.353
H29 -2.304 0.751 1.449
H30 -2.459 -0.134 4.990
H31 -1.320 0.604 3.997
H32 -2.011 -0.683 3.400
C17 -3.573 -2.526 -1.800
C18 -4.230 -1.652 -0.863
C19 -5.736 -1.819 -0.664
O7 -3.529 -0.698 -0.248
H33 -4.009 -3.475 -1.355
H34 -2.479 -2.459 -1.665
H35 -3.723 -2.491 -2.904
H36 -5.977 -2.793 -0.424
H37 -6.049 -1.370 -1.716
H38 -5.996 -1.005 -0.005
C20 -0.014 -0.659 -0.559
C21 0.473 0.622 0.119
C22 0.367 1.840 -0.774
O8 0.687 0.744 1.439
H39 0.247 -1.352 0.217
H40 0.536 -0.741 -1.438
H41 -1.067 -0.738 -1.072
H42 0.724 2.659 -0.232
H43 -0.655 1.661 -1.141
H44 1.124 1.818 -1.412
C23 0.190 -3.226 3.187
C24 -0.665 -4.365 2.583
C25 -1.078 -5.693 3.333
O9 -0.962 -4.295 1.295
H45 -0.278 -2.845 4.034
H46 0.448 -2.348 2.494
H47 1.113 -3.631 3.604
H48 -1.512 -5.293 4.176
H49 -0.280 -6.385 3.605
H50 -1.679 -6.285 2.794

[5]
The following is a DFT calculation (the ωB97M-V functional and the def2-TZVPD basis) of 2 unconnected molecules or ions with the total composition C25H51BrFN4O6P.

Calculated values
Net charge   0
E_LUMO   -1.71 eV
Multiplicity   1
Frontier orbital gap   4.532 eV

Cartesian coordinates (Å):
C1 -0.932 -6.995 1.148
O1 -1.212 -5.916 0.161
C2 -2.676 -5.834 -0.068
C3 -2.987 -5.198 -1.549
C4 -2.678 -3.584 -1.664
C5 -3.431 -2.797 -0.419
C6 -3.965 -1.366 -1.017
C7 -2.931 -0.193 -0.525
C8 -1.337 -0.503 -0.928
N1 -0.568 0.735 -0.523
C9 -0.240 0.651 0.983
C10 0.544 2.124 1.082
C11 -0.541 3.376 0.850
C12 -1.828 3.318 1.867
C13 -1.873 4.543 2.970
F1 -3.077 5.367 2.678
P1 1.256 2.039 2.864
N2 2.173 0.673 2.965
O2 0.013 1.838 4.106
O3 2.129 3.492 3.264
N3 1.508 1.888 -0.100
O4 1.591 3.149 -0.557
C14 2.968 3.540 -0.893
C15 4.095 3.173 0.239
C16 4.963 4.572 0.533
C17 5.185 2.054 -0.259
C18 4.887 0.647 0.596
C19 6.753 2.429 0.034
C20 0.818 0.935 -1.098
N4 1.306 0.331 -2.229
C21 2.722 0.552 -2.712
C22 3.138 -0.780 -3.629
C23 2.307 -0.877 -5.043
Br1 2.814 -2.403 -2.480
H1 -1.412 -8.033 0.834
H2 -1.366 -6.676 2.195
H3 0.217 -7.187 1.262
H4 -3.236 -5.290 0.822
H5 -3.071 -6.954 -0.085
H6 -4.125 -5.343 -1.877
H7 -2.241 -5.725 -2.311
H8 -3.088 -3.243 -2.733
H9 -1.531 -3.315 -1.667
H10 -2.666 -2.552 0.432
H11 -4.309 -3.402 0.064
H12 -5.051 -1.171 -0.566
H13 -4.109 -1.382 -2.185
H14 -3.207 0.844 -1.036
H15 -3.009 -0.024 0.635
H16 -1.337 -0.738 -2.074
H17 -0.907 -1.419 -0.297
H18 0.638 -0.157 0.975
H19 -1.116 0.439 1.728
H20 -0.027 4.438 1.033
H21 -0.994 3.330 -0.254
H22 -2.815 3.428 1.205
H23 -1.951 2.316 2.457
H24 -2.058 4.039 4.030
H25 -0.861 5.137 2.959
H26 1.728 0.075 3.709
H27 -0.091 2.685 4.642
H28 2.951 3.161 3.774
H29 3.327 3.170 -1.967
H30 2.960 4.731 -0.977
H31 3.669 2.815 1.269
H32 5.576 4.916 -0.430
H33 4.187 5.459 0.721
H34 5.615 4.511 1.503
H35 5.066 1.917 -1.417
H36 5.555 0.688 1.564
H37 3.740 0.674 0.839
H38 5.072 -0.301 -0.071
H39 7.102 3.207 -0.785
H40 7.390 1.442 -0.177
H41 6.992 2.753 1.134
H42 0.709 -0.327 -2.816
H43 3.419 0.514 -1.773
H44 2.814 1.552 -3.334
H45 4.299 -0.751 -3.839
H46 1.131 -0.739 -4.919
H47 2.658 -0.046 -5.804
H48 2.434 -1.966 -5.513
C24 -8.561 -2.463 1.309
C25 -7.084 -2.200 1.073
O5 -6.819 -1.135 0.447
O6 -6.308 -3.083 1.534
H49 -9.180 -1.665 0.888
H50 -8.849 -3.408 0.841
H51 -8.760 -2.524 2.384